A molecular structure, C22H36CoN2O6PS in a non-equilibrium geometry, computed with the ωB97M-V functional and the def2-TZVPD basis.

```
69
Properties=species:S:1:pos:R:3:lowdin_charge:R:1
Co 1.88 0.40 0.83 0.530
C 1.32 2.60 4.31 -0.004
C 1.20 1.47 3.32 -0.415
O 2.01 1.51 2.33 -0.114
C 0.25 0.48 3.52 -0.015
C 0.13 -0.68 2.75 -0.277
C -0.86 -1.74 3.13 -0.010
N 0.89 -0.88 1.69 -0.034
N 0.77 -2.06 1.00 0.136
C 1.54 -2.03 -0.04 -0.411
O 2.27 -0.98 -0.33 -0.127
C 1.59 -3.19 -0.95 -0.198
C 0.85 -4.34 -0.69 -0.054
C 0.88 -5.41 -1.56 -0.070
C 1.66 -5.34 -2.71 -0.081
C 2.40 -4.20 -2.98 -0.068
C 2.37 -3.13 -2.11 -0.026
H 2.27 3.12 4.15 0.086
H 1.27 2.24 5.33 0.086
H 0.51 3.31 4.16 0.084
H -0.39 0.57 4.39 0.110
H -1.43 -1.44 4.00 0.079
H -0.35 -2.68 3.32 0.087
H -1.54 -1.91 2.29 0.092
H 0.24 -4.37 0.21 0.119
H 0.30 -6.29 -1.35 0.105
H 1.68 -6.18 -3.40 0.102
H 3.00 -4.15 -3.88 0.104
H 2.94 -2.23 -2.31 0.110
C 3.16 1.42 -1.98 -0.329
S 3.35 1.85 -0.25 0.905
C 2.46 3.40 -0.22 -0.325
H 3.72 2.12 -2.59 0.050
H 2.10 1.43 -2.25 0.032
H 3.55 0.41 -2.11 0.037
H 1.46 3.26 -0.63 0.039
H 3.03 4.15 -0.77 0.048
H 2.38 3.70 0.83 0.042
C -1.07 -2.42 -2.12 -0.017
C -1.09 -0.91 -2.31 -0.592
C 0.20 -0.43 -2.97 -0.023
C -2.32 -0.48 -3.09 -0.025
O -1.16 -0.39 -0.95 -0.146
P -0.95 1.12 -0.51 0.311
O -1.25 2.14 -1.54 -0.248
O 0.48 1.24 0.01 -0.307
O -1.92 1.13 0.76 -0.150
C -2.55 2.32 1.30 -0.618
C -1.53 3.43 1.47 -0.022
C -3.69 2.74 0.38 -0.027
C -3.08 1.87 2.65 -0.023
H -1.03 -2.92 -3.09 0.102
H -1.97 -2.74 -1.59 0.100
H -0.19 -2.72 -1.54 0.033
H 0.31 -0.91 -3.94 0.098
H 1.06 -0.70 -2.35 0.057
H 0.17 0.65 -3.12 0.077
H -2.28 -0.91 -4.10 0.089
H -2.37 0.60 -3.17 0.074
H -3.22 -0.85 -2.60 0.090
H -1.15 3.75 0.50 0.080
H -0.69 3.08 2.07 0.068
H -1.99 4.28 1.96 0.093
H -3.31 3.00 -0.60 0.073
H -4.21 3.61 0.81 0.089
H -4.41 1.93 0.29 0.091
H -2.26 1.55 3.29 0.064
H -3.78 1.04 2.53 0.091
H -3.60 2.70 3.14 0.090
```

Relative energy (zero: lowest compared OMol25 entry of this formula, charge and spin)   0.000 eV
Total charge   0
DFT total energy   -96418.937 eV
LUMO (spin up / spin down)   -0.778 / -0.736 eV
HOMO level (spin up / spin down)   -8.0 / -8.0 eV

---

A molecular structure, C22H37BrGdO3SSi in a non-equilibrium geometry, computed with the ωB97M-V functional and the def2-TZVPD basis.

```
66
Properties=species:S:1:pos:R:3:mulliken_spin:R:1
C -1.94 -1.16 -3.65 0.008
C -1.66 -1.77 -2.38 0.029
C -1.84 -0.77 -1.37 -0.026
H -1.43 -2.81 -2.19 0.000
C -2.21 0.46 -2.01 -0.036
C -2.27 0.22 -3.42 -0.005
H -2.60 0.92 -4.17 -0.003
H -1.99 -1.68 -4.60 0.000
H -1.84 -0.96 -0.30 0.021
H -2.50 1.37 -1.49 0.000
Gd 0.17 -0.12 -2.78 6.554
Br 1.32 -2.42 -3.47 0.037
C 2.35 0.34 -6.86 0.118
C 1.26 1.14 -7.33 0.104
C 0.27 0.26 -7.86 -0.031
H 1.21 2.22 -7.32 0.001
C 0.74 -1.08 -7.71 0.199
C 2.03 -1.03 -7.10 -0.045
H 2.66 -1.88 -6.87 -0.001
H 3.28 0.72 -6.44 -0.002
H -0.67 0.56 -8.31 -0.001
H 0.23 -1.97 -8.04 -0.002
C 1.32 3.17 2.79 0.000
C 1.90 1.79 3.02 0.004
C 3.20 1.49 2.29 0.000
C 2.22 1.62 4.49 0.000
O 0.92 0.79 2.64 0.005
Si 0.14 0.45 1.21 0.036
S 1.19 0.88 -0.48 0.033
O -0.25 -1.16 1.29 0.002
C 0.53 -2.34 1.65 0.000
C 0.93 -3.08 0.38 0.000
C 1.79 -1.95 2.41 0.001
C -0.41 -3.23 2.45 0.000
O -1.31 1.26 1.27 0.002
C -2.31 1.21 2.34 0.000
C -3.63 0.80 1.72 0.000
C -1.87 0.24 3.43 0.000
C -2.51 2.63 2.86 0.000
H 2.05 3.94 3.09 0.000
H 0.43 3.30 3.42 0.000
H 1.05 3.34 1.74 0.000
H 3.96 2.21 2.62 0.000
H 3.54 0.48 2.57 0.000
H 3.10 1.54 1.20 -0.001
H 1.34 1.76 5.13 0.000
H 2.63 0.62 4.70 0.000
H 2.97 2.37 4.76 0.000
H 1.63 -2.50 -0.24 0.001
H 1.42 -4.02 0.67 0.000
H 0.06 -3.31 -0.24 -0.002
H 1.57 -1.34 3.30 0.000
H 2.34 -2.84 2.75 0.000
H 2.47 -1.39 1.75 0.000
H -0.79 -2.73 3.34 0.000
H -1.28 -3.49 1.82 0.000
H 0.09 -4.15 2.75 0.000
H -3.63 -0.24 1.38 0.000
H -4.42 0.91 2.48 0.000
H -3.87 1.45 0.87 0.000
H -0.91 0.52 3.87 0.000
H -2.61 0.20 4.25 0.000
H -1.78 -0.77 3.00 0.000
H -1.62 3.04 3.35 0.000
H -2.78 3.28 2.02 0.000
H -3.34 2.65 3.59 0.000
```

Total charge   -1
DFT total energy   -139153.764 eV
Multiplicity   8
LUMO (spin up / spin down)   2.275 / 0.294 eV
<S²>   16.17
HOMO level (spin up / spin down)   -3.9 / -2.9 eV

---

A molecular structure, C22H37N2O6S5W, computed with the ωB97M-V functional and the def2-TZVPD basis.

```
73
Properties=species:S:1:pos:R:3:mulliken_spin:R:1
W 0.90 0.12 0.55 1.576
C -1.27 -0.32 2.90 0.003
C -1.48 1.08 2.48 0.017
O -0.18 1.60 2.10 0.055
C -0.24 3.03 1.84 0.000
C -0.72 3.25 0.45 0.006
O 0.07 2.42 -0.41 0.058
C 1.03 3.11 -1.22 -0.007
C 1.90 2.02 -1.75 0.013
O 2.37 1.26 -0.60 0.026
C 3.60 1.72 0.03 -0.006
C 3.31 1.95 1.46 0.009
O 2.65 0.75 1.94 0.018
C 2.81 0.63 3.41 0.015
C 2.73 -0.78 3.88 -0.006
O 1.43 -1.30 3.63 -0.004
C 1.34 -2.04 2.46 0.112
C -0.09 -2.30 2.15 -0.038
O -0.66 -1.01 1.75 0.030
H -2.21 -0.80 3.13 -0.002
H -0.59 -0.39 3.74 -0.003
H -1.88 1.64 3.32 -0.001
H -2.17 1.16 1.64 0.001
H 0.77 3.40 1.98 -0.002
H -0.88 3.51 2.58 -0.001
H -0.63 4.30 0.17 -0.002
H -1.76 2.95 0.32 0.002
H 1.60 3.82 -0.60 -0.001
H 0.54 3.65 -2.02 -0.002
H 2.74 2.39 -2.33 0.000
H 1.33 1.32 -2.35 -0.004
H 3.96 2.63 -0.45 -0.003
H 4.34 0.92 -0.11 -0.002
H 2.67 2.81 1.62 0.002
H 4.24 2.10 2.00 0.000
H 2.06 1.25 3.89 0.000
H 3.80 1.02 3.65 -0.001
H 2.88 -0.79 4.96 0.000
H 3.49 -1.41 3.42 -0.001
H 1.96 -2.94 2.45 0.005
H 1.71 -1.43 1.59 -0.033
H -0.63 -2.71 3.00 0.006
H -0.19 -2.97 1.29 0.002
N -0.63 -0.14 -0.72 -0.053
C -1.56 -0.21 -1.42 0.147
N -2.61 -0.23 -2.15 0.030
C -3.98 -0.43 -1.55 0.006
C -4.80 0.84 -1.76 0.001
C -4.83 1.23 -3.24 0.001
C -3.41 1.41 -3.79 0.001
C -2.59 0.15 -3.61 0.005
H -3.87 -0.70 -0.51 0.001
H -4.42 -1.27 -2.08 0.002
H -4.37 1.65 -1.16 0.000
H -5.81 0.65 -1.39 0.000
H -5.39 2.16 -3.36 0.000
H -5.34 0.46 -3.81 0.000
H -2.91 2.24 -3.28 0.000
H -3.43 1.66 -4.85 0.000
H -1.56 0.26 -3.93 0.000
H -3.03 -0.69 -4.15 0.001
C 3.35 -5.30 -0.53 -0.001
S 1.90 -4.66 0.37 0.001
C 0.99 -3.96 -0.96 -0.005
C 1.01 -2.67 -1.36 0.032
S 2.10 -1.41 -0.81 -0.014
S 0.05 -2.27 -2.76 0.001
C -0.65 -3.86 -3.03 0.000
S -1.68 -4.17 -4.19 0.011
S -0.05 -5.01 -1.85 -0.002
H 3.98 -5.76 0.23 0.000
H 3.88 -4.50 -1.03 0.000
H 3.03 -6.06 -1.24 0.000
```

Relative energy (zero: lowest compared OMol25 entry of this formula, charge and spin)   0.698 eV
Total charge   +3
DFT total energy   -94652.328 eV
Multiplicity   3
LUMO (spin up / spin down)   -10.549 / -10.273 eV
<S²>   2.02
HOMO level (spin up / spin down)   -15.3 / -15.3 eV

---

A molecular structure, C22H37N2PSiW in a non-equilibrium geometry, computed with the ωB97M-V functional and the def2-TZVPD basis.

```
64
Properties=species:S:1:pos:R:3:mulliken_spin:R:1
C 0.52 -4.01 -1.09 0.027
C 0.66 -2.97 -2.04 -0.012
C 0.31 -1.66 -1.68 0.060
C -0.09 -1.37 -0.38 -0.141
C -0.38 -2.43 0.50 0.046
C 0.03 -3.72 0.17 -0.017
C 0.24 -0.54 -2.66 0.022
C -0.88 0.43 -2.19 -0.094
N -2.10 0.26 -2.86 -0.032
W -0.51 0.69 -0.08 1.690
C -1.11 -2.10 1.75 0.059
P -2.08 -0.51 1.39 -0.013
H 1.05 -3.19 -3.02 -0.001
H -0.14 -4.51 0.92 0.001
H 0.82 -5.03 -1.34 0.000
H -0.43 -1.96 2.62 0.002
H -1.85 -2.86 2.02 -0.004
H 1.22 -0.01 -2.73 -0.001
H 0.00 -0.89 -3.69 0.005
H -1.60 -0.07 -1.17 0.140
C -2.23 0.23 3.12 0.017
C -3.75 -1.22 1.21 -0.006
H -0.61 1.48 -2.32 -0.077
C -2.73 -1.03 -2.79 0.013
C -2.90 1.37 -3.29 0.004
H 0.57 2.24 1.62 -0.017
H -3.46 -1.08 -3.60 -0.002
H -2.06 -1.88 -2.86 0.001
H -3.33 -1.18 -1.87 -0.018
H -3.63 0.96 -4.03 0.001
H -3.47 1.83 -2.44 0.003
H -2.26 2.13 -3.76 0.001
H -4.05 -1.75 2.13 -0.002
H -4.42 -0.38 0.99 -0.001
H -3.72 -1.93 0.37 0.004
H -2.58 -0.55 3.84 -0.002
H -1.28 0.68 3.48 0.001
H -3.00 1.03 3.05 -0.001
H -2.32 -0.72 -0.57 0.102
C 1.56 -0.59 3.49 0.003
Si 2.03 0.90 2.50 0.007
C 1.39 2.49 3.24 -0.016
C 3.91 0.96 2.45 0.000
N 1.30 0.78 0.86 0.232
C 1.92 1.41 -0.27 0.081
C 0.98 2.18 -0.99 -0.056
C 1.40 2.75 -2.22 0.051
C 2.70 2.54 -2.68 0.017
C 3.63 1.78 -1.93 -0.010
C 3.23 1.19 -0.71 0.038
H 2.24 -0.66 4.36 0.000
H 1.68 -1.51 2.91 0.000
H 0.54 -0.55 3.89 0.001
H 1.92 2.60 4.20 -0.003
H 1.66 3.37 2.64 0.001
H 0.32 2.49 3.49 -0.002
H 4.34 0.05 2.02 0.000
H 4.29 1.82 1.88 -0.001
H 4.29 1.05 3.48 0.000
H -0.02 2.52 -0.47 -0.099
H 0.64 3.33 -2.80 -0.001
H 3.01 3.00 -3.63 0.000
H 4.65 1.66 -2.31 0.000
H 3.95 0.60 -0.12 0.000
```

Total charge   +2
DFT total energy   -45362.758 eV
Multiplicity   3
LUMO (spin up / spin down)   -8.119 / -8.446 eV
<S²>   2.07
HOMO level (spin up / spin down)   -13.8 / -13.8 eV